# 1
{"formula": "C11H17N3", "method": "ωB97M-V/def2-TZVPD", "multiplicity": 3, "homo_lumo_gap_ev": [6.253, 7.410], "lumo_ev": [-8.4, -9.8], "e_homo_ev": [-14.6, -17.2], "s2": 2.0765, "total_charge": 2, "symbols": ["C", "C", "C", "C", "C", "C", "C", "C", "C", "C", "C", "N", "N", "N", "H", "H", "H", "H", "H", "H", "H", "H", "H", "H", "H", "H", "H", "H", "H", "H", "H"], "coordinates": [[-0.693, -0.868, -0.079], [1.591, 2.627, 0.245], [0.233, 0.199, -0.056], [1.638, 0.184, 0.042], [-2.065, -0.615, -0.036], [1.958, -2.024, 0.828], [2.447, 1.466, -0.092], [-0.276, 1.495, -0.450], [-3.021, -1.652, -0.496], [3.703, -1.011, -0.402], [-3.870, 1.020, 0.364], [0.361, 2.563, -0.086], [2.377, -0.982, 0.188], [-2.501, 0.569, 0.395], [-0.368, -1.882, -0.244], [1.964, 3.505, 0.754], [2.571, -2.910, 0.876], [1.033, -2.015, 1.379], [2.877, 1.577, -1.101], [3.299, 1.470, 0.595], [-1.083, 1.604, -1.162], [-4.054, -1.381, -0.311], [-2.816, -2.597, 0.007], [-2.893, -1.838, -1.564], [4.425, -0.485, 0.226], [3.699, -0.552, -1.389], [4.043, -2.040, -0.500], [-3.897, 2.092, 0.545], [-4.327, 0.809, -0.601], [-4.465, 0.538, 1.145], [-1.893, 1.133, 0.978]], "forces_ev_per_a": [[1.3, -0.1, 0.1], [-0.5, -0.1, -0.3], [-0.7, 0.8, -1.0], [0.4, 0.5, 0.0], [-1.2, 0.9, 0.3], [0.0, -0.3, 0.3], [0.4, -0.5, 0.3], [0.6, -1.5, -0.5], [-0.2, 0.0, -0.2], [1.4, -0.1, -0.6], [-0.9, 0.1, 0.1], [0.4, 2.4, 0.7], [-0.5, -0.5, 0.6], [-0.2, -1.5, 0.4], [-0.1, -0.2, 0.0], [0.1, 0.1, 0.0], [0.1, 0.0, -0.2], [-0.1, 0.2, 0.0], [-0.1, 0.0, 0.0], [0.0, -0.2, -0.1], [-0.1, -0.1, 0.2], [0.0, 0.0, 0.0], [0.1, 0.0, 0.1], [0.0, 0.0, -0.1], [-0.2, 0.0, 0.1], [-0.1, 0.0, 0.1], [-0.2, 0.0, 0.0], [0.1, 0.0, -0.1], [0.1, 0.0, 0.0], [0.1, 0.0, 0.0], [0.2, 0.0, -0.3]]}


# 2
{"formula": "C13H21N5O4PZr", "method": "ωB97M-V/def2-TZVPD", "homo_lumo_gap_ev": 8.208, "lumo_ev": -11.0, "e_homo_ev": -19.3, "total_charge": 3, "symbols": ["Zr", "N", "C", "N", "C", "N", "C", "C", "N", "C", "C", "N", "H", "H", "H", "H", "H", "C", "C", "C", "O", "C", "O", "O", "H", "H", "H", "H", "H", "H", "H", "C", "P", "C", "C", "O", "H", "H", "H", "H", "H", "H", "H", "H", "H"], "coordinates": [[0.210, -0.035, 0.025], [0.391, -0.824, 4.340], [0.788, 0.004, 3.396], [0.166, -0.325, 2.253], [-0.594, -1.425, 2.617], [-0.481, -1.740, 3.870], [-1.418, -2.142, 1.641], [-2.209, -3.228, 1.981], [-2.954, -3.845, 1.071], [-2.912, -3.395, -0.173], [-2.099, -2.328, -0.546], [-1.347, -1.697, 0.365], [0.668, -0.843, 5.317], [1.498, 0.802, 3.550], [-2.239, -3.595, 3.000], [-3.529, -3.892, -0.913], [-2.046, -1.990, -1.571], [2.189, -0.873, -3.673], [1.684, -1.479, -2.394], [1.739, -2.975, -2.312], [0.216, -1.019, -2.118], [2.120, -0.738, -1.124], [1.977, 0.536, -1.096], [1.930, -1.321, -0.006], [1.662, -1.296, -4.529], [3.242, -1.139, -3.785], [2.109, 0.213, -3.681], [1.252, -3.407, -3.185], [1.282, -3.366, -1.406], [2.786, -3.284, -2.328], [-0.100, -0.563, -2.912], [-0.740, 4.232, -1.255], [-0.537, 3.247, 0.204], [-1.660, 3.742, 1.486], [1.163, 3.323, 0.759], [-0.801, 1.697, -0.137], [-0.489, 5.268, -1.007], [-1.775, 4.198, -1.600], [-0.073, 3.890, -2.046], [-1.428, 4.771, 1.772], [-1.561, 3.100, 2.361], [-2.688, 3.703, 1.123], [1.329, 4.200, 1.390], [1.840, 3.379, -0.095], [1.440, 2.459, 1.372]], "forces_ev_per_a": [[-0.5, 0.2, -0.4], [0.0, 0.0, -0.1], [0.0, 0.1, 0.0], [0.1, -0.2, -0.2], [-0.2, -0.1, -0.1], [0.1, 0.1, 0.0], [0.1, 0.0, 0.1], [-0.1, 0.0, 0.0], [0.0, 0.0, 0.0], [0.0, 0.0, -0.1], [0.0, 0.0, 0.0], [0.2, 0.1, 0.1], [0.0, 0.0, 0.0], [0.0, 0.0, 0.0], [0.0, 0.0, 0.0], [0.0, 0.0, 0.0], [0.0, 0.0, 0.0], [-0.1, 0.0, 0.0], [0.1, 0.3, 0.0], [0.0, -0.1, 0.0], [0.0, -0.4, 0.2], [-0.2, 0.1, 0.3], [-0.1, 0.1, 0.2], [-0.1, -0.1, -0.1], [0.0, 0.0, 0.0], [0.0, 0.0, 0.0], [0.0, 0.0, 0.0], [0.0, 0.0, 0.0], [0.0, 0.0, 0.0], [0.0, 0.0, 0.0], [0.0, 0.1, -0.1], [-0.1, 0.0, 0.0], [-0.1, -0.2, -0.1], [0.0, 0.0, 0.0], [0.2, 0.2, 0.1], [0.9, -0.3, 0.2], [0.0, 0.0, 0.0], [0.0, 0.0, 0.0], [0.0, 0.0, 0.0], [0.0, 0.0, 0.0], [0.0, 0.0, 0.0], [0.0, 0.0, 0.0], [0.0, 0.1, -0.1], [0.0, 0.0, 0.0], [-0.1, 0.0, 0.0]]}


# 3
{"formula": "C4H9NOS", "method": "ωB97M-V/def2-TZVPD", "homo_lumo_gap_ev": 9.166, "lumo_ev": 0.3, "relative_energy_kj_mol": 597.59, "e_homo_ev": -8.9, "symbols": ["C", "C", "C", "C", "N", "O", "S", "H", "H", "H", "H", "H", "H", "H", "H", "H"], "coordinates": [[-0.002, -0.456, -1.344], [-0.188, 1.005, 0.631], [0.882, 0.367, -0.407], [1.689, -0.497, 0.587], [-1.919, 0.384, -0.701], [-1.344, 1.401, 0.026], [-2.471, -0.904, 0.232], [-0.093, -0.365, -2.420], [-0.192, -1.431, -1.112], [-0.521, 0.391, 1.470], [0.417, 1.918, 1.153], [1.580, 1.016, -0.796], [1.472, -1.607, 0.587], [1.721, -0.230, 1.582], [2.721, -0.547, 0.215], [-3.753, -0.448, 0.297]], "forces_ev_per_a": [[-1.2, 3.7, 0.4], [2.3, 2.5, 1.4], [-3.6, -3.3, 2.4], [1.3, -3.0, -3.0], [2.9, -0.7, -2.1], [-0.2, 1.5, -0.6], [-0.9, -0.5, 0.7], [0.3, 0.8, 0.1], [-0.3, -2.5, 1.2], [0.9, -0.9, -0.2], [-1.8, -1.7, -1.3], [0.6, 2.0, -1.3], [-0.5, 1.2, -0.1], [-0.2, 1.1, 2.0], [0.1, 0.3, 0.3], [0.3, -0.3, 0.0]]}


# 4
{"formula": "C5H13N3O2", "method": "ωB97M-V/def2-TZVPD", "homo_lumo_gap_ev": 9.133, "lumo_ev": 0.6, "smiles": "CC(=O)NN.CNC(C)=O", "relative_energy_kj_mol": 111.14, "e_homo_ev": -8.5, "symbols": ["C", "C", "O", "N", "N", "H", "H", "H", "H", "H", "H", "C", "N", "C", "C", "O", "H", "H", "H", "H", "H", "H", "H"], "coordinates": [[0.166, -2.808, -0.886], [1.367, -2.048, -0.373], [2.515, -2.359, -0.660], [1.122, -1.244, 0.712], [2.193, -0.628, 1.403], [0.290, -2.991, -1.951], [-0.762, -2.267, -0.732], [0.108, -3.778, -0.394], [0.186, -0.963, 0.989], [3.029, -0.810, 0.842], [2.342, -1.087, 2.303], [0.832, 2.093, -0.131], [-0.550, 1.891, -0.498], [-1.487, 1.079, 0.084], [-2.900, 1.633, 0.020], [-1.334, -0.081, 0.414], [1.108, 1.327, 0.588], [1.457, 2.064, -1.026], [0.993, 3.051, 0.365], [-0.915, 2.635, -1.077], [-3.182, 1.815, -1.015], [-3.591, 0.911, 0.447], [-2.987, 2.565, 0.576]], "forces_ev_per_a": [[-0.1, 0.6, -0.6], [0.2, -1.0, 2.2], [0.0, 0.5, -0.7], [0.3, -0.5, -0.3], [0.1, 0.1, -0.1], [0.0, 0.0, 0.0], [-0.1, 0.0, 0.1], [0.1, 0.1, 0.2], [0.3, 0.1, -0.5], [-0.3, 0.0, 0.1], [-0.1, -0.1, -0.4], [0.3, -0.6, 0.2], [-0.4, 0.6, 0.1], [-1.0, 0.0, -1.6], [0.0, 0.1, 0.2], [0.5, 0.2, 1.0], [0.3, -0.1, -0.2], [0.1, -0.2, 0.2], [-0.2, 0.2, 0.0], [-0.3, 0.0, 0.4], [0.0, 0.1, -0.1], [0.1, -0.1, -0.1], [0.0, 0.1, 0.0]]}


# 5
{"formula": "C5H15NO", "method": "ωB97M-V/def2-TZVPD", "homo_lumo_gap_ev": 9.069, "lumo_ev": 0.7, "smiles": "CCCN(C)C.O", "relative_energy_kj_mol": 227.01, "e_homo_ev": -8.4, "symbols": ["C", "C", "C", "N", "C", "C", "H", "H", "H", "H", "H", "H", "H", "H", "H", "H", "H", "H", "H", "O", "H", "H"], "coordinates": [[-1.513, -1.015, -1.229], [-0.026, -0.648, -1.312], [0.408, -0.699, 0.178], [-0.653, 0.008, 1.028], [-0.721, 1.455, 0.855], [-0.163, -0.453, 2.449], [-2.172, -0.228, -0.901], [-1.662, -1.911, -0.564], [-1.752, -1.335, -2.280], [0.622, -1.350, -1.875], [0.048, 0.394, -1.707], [0.536, -1.804, 0.464], [1.419, -0.182, 0.239], [-1.410, 1.934, 1.485], [0.326, 1.790, 1.041], [-0.900, 1.817, -0.201], [-1.011, -0.543, 3.114], [0.672, 0.335, 2.740], [0.272, -1.388, 2.324], [2.279, 1.016, -2.039], [3.063, 1.234, -2.517], [2.337, 1.573, -1.290]], "forces_ev_per_a": [[0.3, -2.3, -2.1], [-0.6, 0.6, 1.8], [0.1, 1.2, -1.1], [1.8, -3.0, 1.5], [2.8, -0.7, -1.8], [-0.2, 4.4, -1.7], [0.0, 0.2, 0.0], [0.0, 0.9, -0.6], [-0.5, 0.3, 0.9], [-0.6, 0.5, 0.0], [0.3, -1.0, 0.1], [-0.4, 1.8, -0.2], [-0.8, -0.5, 0.5], [-0.9, 0.4, 1.0], [-0.4, 0.7, 0.3], [-0.2, -0.9, 1.0], [0.0, 0.5, 0.4], [-1.6, -1.6, 0.1], [0.7, -1.5, 0.0], [-0.5, -0.8, -0.7], [0.9, 0.1, -0.7], [-0.1, 0.9, 1.4]]}


# 6
{"formula": "C27H76O11", "method": "ωB97M-V/def2-TZVPD", "homo_lumo_gap_ev": 9.517, "lumo_ev": 0.1, "smiles": "CC(C)O.CC(C)O.CC(C)O.CC(C)O.CC(C)O.CC(C)O.CC(C)O.CC(C)O.CO.CO.CO", "relative_energy_kj_mol": 0.11, "e_homo_ev": -9.4, "symbols": ["C", "C", "C", "O", "H", "H", "H", "H", "H", "H", "H", "H", "C", "C", "C", "O", "H", "H", "H", "H", "H", "H", "H", "H", "C", "C", "C", "O", "H", "H", "H", "H", "H", "H", "H", "H", "C", "C", "C", "O", "H", "H", "H", "H", "H", "H", "H", "H", "C", "C", "C", "O", "H", "H", "H", "H", "H", "H", "H", "H", "C", "C", "C", "O", "H", "H", "H", "H", "H", "H", "H", "H", "C", "C", "C", "O", "H", "H", "H", "H", "H", "H", "H", "H", "C", "C", "C", "O", "H", "H", "H", "H", "H", "H", "H", "H", "C", "O", "H", "H", "H", "H", "C", "O", "H", "H", "H", "H", "C", "O", "H", "H", "H", "H"], "coordinates": [[-18.249, -28.808, 15.477], [-17.497, -27.512, 15.167], [-16.379, -27.760, 14.162], [-18.409, -26.538, 14.616], [-17.551, -29.560, 15.850], [-18.769, -29.206, 14.609], [-18.917, -28.585, 16.312], [-17.079, -27.088, 16.087], [-16.793, -28.132, 13.223], [-15.659, -28.482, 14.548], [-15.840, -26.832, 13.967], [-19.287, -26.775, 14.989], [-19.917, -24.314, 8.072], [-19.355, -23.879, 6.719], [-18.326, -24.914, 6.225], [-20.412, -23.811, 5.739], [-19.883, -25.404, 8.170], [-20.952, -24.026, 8.247], [-19.271, -23.921, 8.860], [-18.911, -22.888, 6.740], [-18.772, -25.743, 5.679], [-17.789, -25.315, 7.091], [-17.543, -24.461, 5.614], [-20.845, -24.671, 5.738], [-16.935, -26.170, 9.722], [-15.585, -26.841, 9.434], [-15.515, -27.429, 8.052], [-14.550, -25.865, 9.587], [-16.997, -25.114, 9.466], [-17.156, -26.247, 10.791], [-17.737, -26.727, 9.229], [-15.425, -27.564, 10.242], [-15.553, -26.629, 7.308], [-16.302, -28.137, 7.787], [-14.581, -27.979, 7.908], [-13.957, -26.063, 10.310], [-21.751, -27.198, 17.451], [-21.560, -26.112, 16.424], [-20.547, -25.050, 16.849], [-21.134, -26.733, 15.214], [-22.011, -26.816, 18.438], [-20.835, -27.788, 17.563], [-22.489, -27.934, 17.127], [-22.534, -25.650, 16.218], [-19.665, -25.523, 17.290], [-20.962, -24.432, 17.650], [-20.251, -24.441, 15.999], [-21.399, -26.250, 14.403], [-17.077, -19.579, 10.436], [-18.099, -20.423, 11.143], [-19.219, -19.619, 11.790], [-18.638, -21.342, 10.187], [-16.657, -18.815, 11.092], [-17.512, -19.084, 9.562], [-16.265, -20.203, 10.061], [-17.563, -21.052, 11.868], [-19.679, -18.961, 11.050], [-18.818, -18.986, 12.588], [-19.978, -20.241, 12.265], [-19.136, -22.062, 10.623], [-22.009, -20.550, 9.055], [-21.194, -20.774, 7.793], [-21.925, -20.273, 6.561], [-19.943, -20.129, 7.854], [-22.072, -19.482, 9.272], [-21.595, -21.057, 9.930], [-23.029, -20.926, 8.918], [-21.018, -21.837, 7.563], [-22.848, -20.832, 6.391], [-21.282, -20.453, 5.697], [-22.187, -19.213, 6.610], [-19.407, -20.457, 8.591], [-22.832, -22.395, 14.609], [-23.457, -22.077, 13.267], [-23.362, -20.614, 12.869], [-22.911, -22.924, 12.236], [-23.152, -21.707, 15.387], [-21.744, -22.333, 14.506], [-23.101, -23.404, 14.923], [-24.536, -22.284, 13.335], [-23.712, -19.984, 13.686], [-23.971, -20.371, 11.993], [-22.345, -20.350, 12.567], [-23.490, -22.869, 11.467], [-16.045, -22.105, 14.394], [-16.844, -23.362, 14.055], [-16.181, -24.188, 12.961], [-16.961, -24.145, 15.233], [-16.544, -21.459, 15.112], [-15.848, -21.555, 13.472], [-15.088, -22.435, 14.805], [-17.856, -23.050, 13.747], [-15.132, -24.393, 13.170], [-16.228, -23.615, 12.027], [-16.773, -25.095, 12.841], [-17.381, -24.992, 14.989], [-19.617, -24.456, 11.813], [-20.227, -23.251, 11.368], [-20.129, -25.302, 11.350], [-18.572, -24.473, 11.503], [-19.571, -24.593, 12.898], [-21.109, -23.163, 11.773], [-20.074, -28.371, 11.906], [-20.221, -29.712, 11.451], [-19.049, -28.149, 12.217], [-20.393, -27.610, 11.189], [-20.683, -28.285, 12.807], [-19.519, -29.867, 10.811], [-23.854, -26.209, 12.992], [-22.668, -25.506, 13.369], [-24.694, -25.746, 13.514], [-24.019, -26.187, 11.914], [-23.733, -27.240, 13.313], [-22.707, -24.595, 13.028]], "forces_ev_per_a": [[0.5, 0.5, 0.8], [0.0, -0.4, -0.6], [0.0, 0.4, 0.2], [0.1, -0.7, 0.3], [0.0, 0.0, -0.1], [-0.2, 0.1, 0.0], [-0.4, -0.3, -0.2], [0.1, -0.2, 0.0], [0.0, 0.0, 0.0], [-0.1, -0.1, 0.0], [0.0, 0.0, -0.1], [0.0, 0.5, -0.3], [0.4, -0.1, 0.2], [-0.6, -1.3, -0.8], [0.9, 0.6, 0.7], [0.1, 0.4, 0.2], [0.0, 0.0, -0.1], [0.1, 0.4, -0.1], [-0.2, 0.0, 0.1], [-0.1, 0.1, 0.1], [-0.2, 0.0, 0.0], [-0.1, -0.1, -0.1], [-0.3, 0.0, -0.3], [0.0, 0.0, 0.0], [-0.3, -0.6, 0.5], [-0.3, 0.6, 0.9], [0.5, -0.4, -0.6], [0.1, 0.5, -0.5], [0.3, -0.1, -0.3], [0.1, 0.1, 0.0], [0.0, 0.2, -0.1], [-0.1, -0.4, -0.4], [0.1, 0.1, 0.1], [-0.2, 0.1, 0.4], [0.1, 0.2, 0.0], [-0.1, -0.3, 0.1], [0.3, -0.7, 0.1], [-0.2, 0.5, -0.5], [-0.3, -0.3, 0.5], [0.6, -0.7, -0.3], [-0.1, 0.1, -0.1], [0.1, 0.3, 0.0], [-0.2, 0.2, 0.0], [0.1, 0.1, 0.1], [0.1, 0.0, -0.3], [-0.1, 0.1, -0.2], [0.0, 0.1, 0.1], [-0.3, 0.1, 0.7], [0.2, 0.2, -0.5], [-0.3, -0.9, 0.2], [0.4, 0.3, 0.4], [0.0, 0.0, -0.5], [0.0, 0.0, 0.0], [-0.1, 0.1, 0.1], [0.0, 0.0, 0.1], [-0.2, 0.3, 0.4], [-0.1, -0.1, 0.0], [0.1, 0.0, -0.1], [0.0, -0.2, -0.2], [0.0, 0.4, 0.1], [-0.2, -0.3, 0.1], [-0.1, -0.4, -0.4], [0.1, 0.1, -0.3], [0.3, 0.6, -0.2], [0.0, 0.0, 0.0], [0.2, 0.0, 0.0], [0.0, 0.0, 0.0], [-0.2, 0.0, 0.6], [0.0, -0.1, 0.1], [-0.1, 0.2, 0.0], [0.2, 0.0, 0.1], [-0.2, -0.3, 0.2], [0.5, -0.4, -0.5], [-1.3, 0.8, 0.1], [0.3, 0.1, -0.4], [0.0, -0.2, 0.3], [-0.1, 0.2, -0.1], [0.0, 0.0, 0.2], [0.1, 0.0, 0.0], [0.1, -0.3, 0.0], [0.2, 0.0, 0.0], [-0.1, -0.2, 0.1], [0.1, 0.1, 0.4], [0.1, 0.0, -0.1], [0.1, -0.6, -0.3], [0.1, 0.2, 0.4], [-0.6, 0.8, -0.4], [0.0, -0.2, 0.2], [-0.1, 0.0, 0.0], [0.0, 0.1, 0.1], [0.0, 0.2, 0.1], [0.1, -0.1, -0.2], [0.0, -0.2, 0.2], [0.1, -0.2, -0.1], [0.3, -0.2, -0.1], [-0.2, 0.4, 0.1], [0.1, -0.4, -0.2], [0.0, 0.0, 0.5], [0.1, -0.2, 0.2], [-0.1, 0.2, -0.3], [-0.4, 0.2, 0.0], [0.3, 0.1, -0.2], [0.0, -0.1, 0.6], [0.2, 0.3, -0.2], [0.0, 0.0, -0.1], [-0.1, -0.2, -0.2], [-0.1, 0.1, -0.1], [-0.1, -0.1, 0.0], [0.3, 0.5, 0.3], [0.1, 0.0, -0.3], [-0.2, -0.3, -0.1], [0.0, 0.0, 0.0], [-0.1, 0.0, 0.0], [-0.1, -0.3, -0.1]]}


Number 1: strongest force on any atom 2.6 eV/A. Number 2: strongest force on any atom 1.0 eV/A. Number 3: strongest force on any atom 5.4 eV/A. Number 4: strongest force on any atom 2.5 eV/A. Number 5: strongest force on any atom 4.7 eV/A. Number 6: strongest force on any atom 1.7 eV/A.